Density functional theory data (the ωB97M-V functional and the def2-TZVPD basis) for a molecular structure, C30H25BN12O5STi in a non-equilibrium geometry.

Cartesian coordinates (Å):
Ti1 -0.18600 -0.34290 -0.06570
C1 -1.35880 -2.29100 3.43990
C2 -0.79940 -2.35110 2.16550
N1 -1.10250 -1.24510 1.48580
N2 -1.84350 -0.46780 2.29200
C3 -2.01760 -1.07910 3.47470
B1 -2.44000 0.86870 1.79530
N3 -1.26590 1.86890 1.63600
C4 -1.09770 3.15360 1.98490
C5 0.16940 3.55420 1.61050
C6 0.72490 2.42640 1.01440
N4 -0.15310 1.42110 1.02980
N5 -2.93270 0.61010 0.34390
C7 -4.16880 0.69630 -0.16400
C8 -4.09780 0.47880 -1.52520
C9 -2.74630 0.26490 -1.77210
N6 -2.05170 0.33390 -0.63360
N7 -3.59390 1.26320 2.67880
C10 -3.93700 2.33930 3.43440
C11 -5.18610 2.11850 3.95570
C12 -5.54930 0.85160 3.47690
N8 -4.59490 0.36100 2.72350
H1 -1.29810 -3.01490 4.22580
H2 -0.20980 -3.13920 1.72380
H3 -2.59220 -0.63810 4.26360
H4 -1.86350 3.73060 2.45460
H5 0.61980 4.51480 1.75320
H6 1.72510 2.29540 0.62880
H7 -5.01830 0.89740 0.45400
H8 -4.90410 0.47170 -2.22880
H9 -2.26920 0.09520 -2.72340
H10 -3.28870 3.17290 3.59490
H11 -5.75830 2.77320 4.57610
H12 -6.44890 0.30050 3.65340
O1 4.36370 -5.02650 1.95070
N9 4.10820 -5.11910 0.76600
O2 4.52340 -5.99420 0.03800
C13 3.21320 -4.15160 0.18040
C14 2.64600 -4.48800 -1.02780
C15 1.62710 -3.70730 -1.60690
C16 0.98940 -4.03240 -2.82290
C17 -0.13720 -3.31890 -3.17280
C18 -0.61660 -2.31300 -2.33700
N10 0.03250 -1.88700 -1.24080
C19 1.16540 -2.56900 -0.89490
C20 1.87890 -2.11780 0.24910
N11 1.48190 -0.92320 0.78350
C21 2.08800 -0.51590 1.91320
C22 3.11620 -1.21770 2.51650
C23 3.54730 -2.41600 1.97460
C24 2.90750 -2.91200 0.82780
H13 2.95230 -5.40790 -1.50640
H14 1.37710 -4.82750 -3.43860
H15 -0.67280 -3.55330 -4.07910
H16 -1.56420 -1.84070 -2.56360
H17 1.72560 0.40150 2.36390
H18 3.57100 -0.83800 3.41690
H19 4.33660 -2.97680 2.44240
N12 0.62260 0.87580 -1.80400
C25 1.51270 0.25160 -2.72770
C26 1.08930 -0.03990 -4.02470
C27 1.95290 -0.66060 -4.91610
C28 3.22020 -0.94370 -4.48160
C29 3.67940 -0.69030 -3.21580
C30 2.81090 -0.06790 -2.32850
S1 4.33130 -1.87440 -5.66660
O3 4.00810 -1.24570 -6.91460
O4 3.68730 -3.13980 -5.36880
O5 5.62810 -1.64660 -5.10200
H20 -0.19140 1.23780 -2.30810
H21 1.08430 1.66600 -1.34650
H22 0.09030 0.21440 -4.34910
H23 1.66720 -0.90460 -5.92600
H24 4.69250 -0.95320 -2.95950
H25 3.14650 0.16330 -1.32460

As for the expectation value of S²: 0.75. The strongest force on any atom is 3.94 eV Å⁻¹. Its net charge is +1. The spin multiplicity is 2. Its LUMO energy (spin up / spin down) is -4.958 / -5.014 eV.

***

Density functional theory data (the ωB97M-V functional and the def2-TZVPD basis) for a molecular structure, C30H25Cl2N5O6RhS in a non-equilibrium geometry.

Cartesian coordinates (Å):
Rh1 0.18948 0.14028 -1.44362
C1 4.12272 -0.96275 -2.58232
C2 2.71725 -0.48015 -2.46757
N1 1.90417 -0.75664 -1.52033
N2 2.22778 -1.56825 -0.47645
C3 1.38749 -1.64664 0.57416
N3 1.78016 -2.39272 1.60720
S1 -0.08932 -0.85096 0.61054
C4 2.15125 0.40510 -3.51159
C5 2.89754 0.89999 -4.55956
C6 2.26739 1.69716 -5.50802
C7 0.92047 1.96132 -5.37619
C8 0.24128 1.43927 -4.28258
N4 0.83996 0.67773 -3.37743
H1 4.46119 -1.54819 -1.73191
H2 4.78784 -0.10161 -2.66275
H3 4.24302 -1.57056 -3.48016
H4 3.10876 -2.05711 -0.48893
H5 2.55338 -3.03451 1.54547
H6 1.12596 -2.53815 2.35902
H7 3.95124 0.67852 -4.64279
H8 2.83024 2.09982 -6.33873
H9 0.38910 2.56191 -6.09997
H10 -0.81090 1.63224 -4.14498
Cl1 -6.13959 -2.91103 -0.15960
C9 -5.52926 -2.59125 1.43390
C10 -6.25285 -3.05415 2.51490
C11 -5.78872 -2.81683 3.79912
C12 -4.59437 -2.14702 3.98119
C13 -3.87246 -1.70280 2.88237
Cl2 -2.31765 -0.99384 3.19576
C14 -4.32958 -1.87640 1.57592
N5 -3.66083 -1.46915 0.41483
C15 -3.18230 -0.20904 0.08004
C16 -3.24456 0.88687 0.93674
C17 -2.69689 2.12930 0.60268
C18 -2.12886 2.33253 -0.62692
C19 -2.13642 1.25679 -1.55032
C20 -2.70679 0.00372 -1.21578
C21 -2.76705 -1.08144 -2.26722
C22 -1.62090 -2.07173 -1.98074
O1 -1.80251 -3.16742 -1.51673
O2 -0.40712 -1.59555 -2.26275
H11 -7.17880 -3.58389 2.34298
H12 -6.34860 -3.16976 4.65368
H13 -4.19298 -1.98140 4.97066
H14 -3.58803 -2.18247 -0.29501
H15 -3.73359 0.77254 1.89440
H16 -2.74827 2.94238 1.31331
H17 -1.72538 3.29514 -0.90415
H18 -1.97266 1.47124 -2.59317
H19 -2.58904 -0.63624 -3.24442
H20 -3.72532 -1.59943 -2.27665
O3 0.39464 3.41316 0.53850
C23 1.13200 2.49532 0.24356
O4 1.06650 1.88834 -0.93469
C24 2.18677 2.05271 1.21685
C25 3.24578 1.24621 0.83928
C26 4.23977 0.85050 1.74329
C27 4.11013 1.30450 3.03130
O5 4.93571 1.08046 4.08754
C28 4.34460 1.75708 5.20682
O6 3.18960 2.44819 4.73378
C29 3.05936 2.12559 3.41395
C30 2.08924 2.52464 2.53761
H21 3.31927 0.96581 -0.19832
H22 5.08729 0.24521 1.44880
H23 5.05907 2.47312 5.61089
H24 4.04959 1.02110 5.95645
H25 1.27464 3.17330 2.82485

The strongest force on any atom is 1.20 eV Å⁻¹. Its net charge is +1. Its LUMO energy is -4.046 eV.

***

Density functional theory data (the ωB97M-V functional and the def2-TZVPD basis) for a molecular structure, C30H25ClO3OsP in a non-equilibrium geometry.

Cartesian coordinates (Å):
C1 -2.19569 -1.73813 1.12969
C2 -2.48220 -0.34088 1.22381
C3 -2.97841 0.10298 -0.04727
H1 -2.32814 0.27148 2.10518
C4 -3.03489 -1.03048 -0.92565
C5 -2.52412 -2.17214 -0.21380
H2 -2.52772 -3.20033 -0.56766
H3 -1.87033 -2.35514 1.95700
H4 -3.27060 1.11859 -0.29055
H5 -3.39290 -1.02336 -1.94688
Os1 -1.04391 -0.79632 -0.28768
Cl1 -0.29451 -0.72711 -2.48604
P1 0.25408 1.65054 -0.14840
C6 -0.76915 2.85469 -1.04034
C7 -1.01345 4.13225 -0.50421
H6 -0.62588 4.38463 0.48191
C8 -1.72913 5.06484 -1.25567
H7 -1.89058 6.06079 -0.83936
C9 -2.21287 4.72753 -2.52615
H8 -2.75208 5.46939 -3.11159
C10 -2.00062 3.44697 -3.04711
H9 -2.37727 3.17557 -4.03666
C11 -1.28849 2.51039 -2.30525
H10 -1.11251 1.51268 -2.70367
C12 0.40022 2.19340 1.57575
C13 -0.77135 2.47598 2.31134
H11 -1.74961 2.43183 1.82603
C14 -0.66805 2.84910 3.65109
H12 -1.57779 3.07533 4.21211
C15 0.59280 2.95314 4.25192
H13 0.67331 3.27858 5.28690
C16 1.75341 2.64599 3.53058
H14 2.74024 2.73959 3.98988
C17 1.66114 2.22550 2.20420
H15 2.54902 1.95584 1.63085
C18 1.89090 1.70571 -0.89958
C19 2.35290 2.93783 -1.40085
H16 1.68153 3.79670 -1.39929
C20 3.66337 3.04077 -1.86590
H17 4.01722 4.01099 -2.22577
C21 4.49377 1.91308 -1.85441
H18 5.51723 2.00745 -2.20794
C22 4.01978 0.67577 -1.39745
H19 4.67620 -0.19877 -1.39233
C23 2.70779 0.55272 -0.93475
H20 2.30989 -0.40840 -0.59959
O1 0.51489 -4.53525 -1.92674
C24 0.33013 -5.30116 -0.83348
C25 0.09499 -6.67363 -1.02722
C26 -0.15636 -7.49053 0.07044
C27 -0.14920 -6.96561 1.36956
C28 0.10416 -5.60799 1.56925
C29 0.33919 -4.75702 0.48954
C30 0.45520 -3.28751 0.75326
O2 0.54222 -2.82972 1.89808
O3 0.40083 -2.54026 -0.34051
H21 0.53313 -3.58571 -1.58677
H22 0.09983 -7.05976 -2.04580
H23 -0.36009 -8.55142 -0.09194
H24 -0.34244 -7.60454 2.23039
H25 0.12095 -5.16742 2.56551

As for the expectation value of S²: 6.04. The strongest force on any atom is 8.64 eV Å⁻¹. Its net charge is +1. The spin multiplicity is 5. Its LUMO energy (spin up / spin down) is -3.472 / -7.171 eV.

***

Question: What is the formula in the second record?
Answer: C30H25Cl2N5O6RhS